## 1
A 2-piece molecular cluster, C6H16O overall, computed with wB97M-V/def2-TZVPD.

Results
Frontier orbital gap   11.2572 eV
E_HOMO   -0.385 Eh
Multiplicity   1
Structure (SMILES)   CCCC(C)C.O
Charge   0

Positions of all 23 atoms, in Å:
1 C 1.07 2.10 1.07
2 C 1.37 0.60 0.76
3 C 0.34 -0.48 1.01
4 C 0.40 -1.38 -0.23
5 C -0.14 -2.77 0.12
6 C -0.64 -0.90 -1.26
7 H 1.36 2.71 0.23
8 H -0.03 2.21 1.41
9 H 1.62 2.54 1.83
10 H 2.29 0.25 1.24
11 H 1.52 0.68 -0.34
12 H -0.73 -0.06 1.05
13 H 0.53 -1.00 1.99
14 H 1.40 -1.31 -0.75
15 H 0.59 -3.44 0.62
16 H -0.37 -3.32 -0.91
17 H -0.91 -2.74 0.94
18 H -1.65 -1.31 -1.18
19 H -0.73 0.18 -1.36
20 H -0.22 -1.18 -2.25
21 O -2.13 2.77 -1.01
22 H -3.02 3.09 -1.10
23 H -1.89 2.77 -1.89

Atom charges from the Mulliken analysis, given in e for atoms 1 to 6: number 1, C, carries -1.20; number 2, C, carries -0.36; number 3, C, carries -0.65; number 4, C, carries 0.49; number 5, C, carries -1.52; number 6, C, carries -1.39


## 2
A 2-piece molecular cluster, C6H16O overall, computed with wB97M-V/def2-TZVPD.

Results
Frontier orbital gap   11.3736 eV
E_HOMO   -0.383 Eh
Multiplicity   1
Structure (SMILES)   CCCC(C)C.O
Charge   0

Positions of all 23 atoms, in Å:
1 C -2.19 2.37 0.36
2 C -0.78 2.55 -0.18
3 C 0.30 1.62 0.42
4 C 0.13 0.11 0.23
5 C 1.33 -0.64 0.90
6 C -0.11 -0.13 -1.31
7 H -2.67 1.37 0.27
8 H -2.81 3.23 0.19
9 H -2.05 2.22 1.45
10 H -0.67 2.75 -1.26
11 H -0.53 3.55 0.16
12 H 1.34 2.00 0.09
13 H 0.27 1.94 1.43
14 H -0.75 -0.31 0.69
15 H 1.60 -0.30 1.92
16 H 0.76 -1.58 0.87
17 H 2.19 -0.71 0.24
18 H 0.51 0.53 -1.91
19 H -1.13 -0.03 -1.65
20 H 0.14 -1.26 -1.60
21 O 1.44 -6.22 -0.28
22 H 1.74 -6.16 -1.19
23 H 1.95 -6.92 0.14

Atom charges from the Mulliken analysis, given in e for atoms 1 to 6: number 1, C, carries -1.16; number 2, C, carries -0.45; number 3, C, carries -0.99; number 4, C, carries 0.73; number 5, C, carries -1.42; number 6, C, carries -1.29


## 3
A 2-piece molecular cluster, C6H16O overall, computed with wB97M-V/def2-TZVPD.

Results
Frontier orbital gap   11.4751 eV
E_HOMO   -0.390 Eh
Multiplicity   1
Structure (SMILES)   CCCC(C)C.O
Charge   0

Positions of all 23 atoms, in Å:
1 C 1.75 -0.50 -2.19
2 C 0.42 -0.35 -1.41
3 C 0.77 0.37 0.03
4 C 0.27 -0.43 1.15
5 C 0.57 0.17 2.47
6 C -1.18 -0.81 1.05
7 H 2.13 0.42 -2.74
8 H 2.49 -0.70 -1.45
9 H 1.70 -1.29 -2.96
10 H -0.05 -1.38 -1.40
11 H -0.32 0.23 -2.05
12 H 0.19 1.36 -0.07
13 H 1.84 0.49 0.06
14 H 0.79 -1.38 1.00
15 H 1.62 0.11 2.86
16 H -0.21 -0.16 3.13
17 H 0.51 1.31 2.41
18 H -1.10 -2.03 0.98
19 H -1.72 -0.32 1.88
20 H -1.76 -0.54 0.17
21 O -2.18 1.29 -0.96
22 H -2.19 2.11 -0.52
23 H -2.04 0.76 -0.19

Atom charges from the Mulliken analysis, given in e for atoms 1 to 6: number 1, C, carries -1.27; number 2, C, carries -0.11; number 3, C, carries -1.16; number 4, C, carries 1.06; number 5, C, carries -1.56; number 6, C, carries -1.61


Short version: 3 is the least stable of them.


## 1
A single C2H3N2OP molecule, computed with wB97M-V/def2-TZVPD.

Results
Frontier orbital gap   9.1341 eV
E_HOMO   -0.340 Eh
Multiplicity   1
Structure (SMILES)   O=C/N=N\C#[PH2]
Charge   0

Positions of all 9 atoms, in Å:
1 O -1.45 2.03 0.77
2 C -2.32 1.54 0.04
3 N -2.21 0.39 -0.68
4 N -0.99 -0.05 -0.53
5 C 0.14 0.12 -0.31
6 P 1.64 -0.47 0.32
7 H -3.32 1.85 0.12
8 H 1.57 0.57 1.22
9 H 2.58 0.27 -0.60

Atom charges from the Mulliken analysis, given in e for atoms 1 to 6: number 1, O, carries -0.57; number 2, C, carries 0.14; number 3, N, carries -0.83; number 4, N, carries 0.48; number 5, C, carries 0.35; number 6, P, carries -0.16


## 2
A single C2H3N2OP molecule, computed with wB97M-V/def2-TZVPD.

Results
Frontier orbital gap   8.9978 eV
E_HOMO   -0.325 Eh
Multiplicity   1
Structure (SMILES)   C1=NN=CPO1
Charge   0

Positions of all 9 atoms, in Å:
1 C -0.92 -1.07 0.01
2 N -1.61 -0.07 -0.40
3 N -0.90 1.06 -0.19
4 C 0.33 1.31 -0.10
5 P 1.50 -0.07 -0.59
6 O 0.38 -1.19 0.11
7 H -1.46 -2.09 0.25
8 H 0.49 2.39 0.24
9 H 2.20 -0.25 0.66

Atom charges from the Mulliken analysis, given in e for atoms 1 to 6: number 1, C, carries 0.24; number 2, N, carries -0.49; number 3, N, carries -0.12; number 4, C, carries -0.09; number 5, P, carries 0.01; number 6, O, carries -0.32


## 3
A single C2H3N2OP molecule, computed with wB97M-V/def2-TZVPD.

Results
Frontier orbital gap (spin up / spin down)   7.3599 / 7.3632 eV
E_HOMO (spin up / spin down)   -0.278 / -0.278 Eh
Multiplicity   1
Charge   0

Positions of all 9 atoms, in Å:
1 C -0.60 -0.89 -0.19
2 C -1.44 0.13 -0.02
3 N 0.74 -1.01 -0.17
4 N 1.48 0.04 0.03
5 O -2.44 0.74 0.06
6 P 1.15 1.64 0.33
7 H -1.11 -1.83 -0.36
8 H 2.46 -0.23 0.01
9 H -0.24 1.41 0.29

Atom charges from the Mulliken analysis, given in e for atoms 1 to 6: number 1, C, carries -0.07; number 2, C, carries 0.47; number 3, N, carries -0.53; number 4, N, carries 0.04; number 5, O, carries -0.38; number 6, P, carries -0.14


Short version: 1 is the least stable of them.


## 1
C2H3N2OP as an isolated structure, computed with wB97M-V/def2-TZVPD.

Results
Frontier orbital gap   8.3019 eV
E_HOMO   -0.311 Eh
Multiplicity   1
Charge   0

Positions of all 9 atoms, in Å:
1 C 1.13 -0.11 0.05
2 C 0.80 -1.40 -0.01
3 N 0.23 0.87 -0.01
4 N -1.02 0.40 0.02
5 O -1.91 1.39 0.04
6 P -1.53 -1.18 0.06
7 H 2.20 0.28 0.06
8 H 1.29 -2.37 -0.14
9 H -1.19 2.12 -0.08

Atom charges from the Mulliken analysis, given in e for atoms 1 to 6: number 1, C, carries 0.03; number 2, C, carries -0.59; number 3, N, carries -0.75; number 4, N, carries 0.72; number 5, O, carries -0.48; number 6, P, carries -0.05


## 2
A single C2H3N2OP molecule, computed with wB97M-V/def2-TZVPD.

Results
Frontier orbital gap   8.4906 eV
E_HOMO   -0.314 Eh
Multiplicity   1
Structure (SMILES)   N/N=C\P=C=O
Charge   0

Positions of all 9 atoms, in Å:
1 N 1.43 -0.68 -0.12
2 N 1.03 0.52 0.30
3 C -0.02 1.16 0.27
4 P -1.97 1.05 0.05
5 C -2.02 -0.57 -0.14
6 O -1.98 -1.76 -0.11
7 H 2.39 -0.72 -0.06
8 H 1.19 -1.01 -1.05
9 H -0.05 2.01 0.85

Atom charges from the Mulliken analysis, given in e for atoms 1 to 6: number 1, N, carries -0.44; number 2, N, carries -0.20; number 3, C, carries -0.16; number 4, P, carries -0.22; number 5, C, carries 0.59; number 6, O, carries -0.38


Short version: 1 is the least stable of them.


## 1
A 2-piece molecular cluster, C5H14NO2 overall, computed with wB97M-V/def2-TZVPD.

Results
Frontier orbital gap   9.6196 eV
E_HOMO   -0.506 Eh
Multiplicity   1
Charge   +1

Positions of all 22 atoms, in Å:
1 C 1.06 -0.03 -2.23
2 O -0.38 -0.14 -2.15
3 C 1.60 -0.35 -0.82
4 C 1.44 0.77 0.18
5 C 0.04 1.26 0.68
6 C -0.34 0.11 2.75
7 N -0.64 0.22 1.52
8 H 1.43 -0.64 -3.05
9 H 1.27 1.01 -2.60
10 H -0.54 -0.37 -3.07
11 H 2.69 -0.62 -0.86
12 H 1.29 -1.36 -0.55
13 H 1.95 0.61 1.12
14 H 1.77 1.72 -0.30
15 H 0.18 2.12 1.36
16 H -0.64 1.54 -0.13
17 H -0.75 -0.76 3.27
18 H 0.07 0.90 3.36
19 H -1.31 -0.45 0.97
20 H -2.91 -1.07 -0.30
21 H -1.91 -2.19 -0.12
22 O -2.22 -1.37 0.29

Atom charges from the Mulliken analysis, given in e for atoms 1 to 6: number 1, C, carries -0.62; number 2, O, carries -0.46; number 3, C, carries -0.52; number 4, C, carries -0.52; number 5, C, carries -0.77; number 6, C, carries -0.14


## 2
A 2-piece molecular cluster, C5H14NO2 overall, computed with wB97M-V/def2-TZVPD.

Results
Frontier orbital gap   11.0999 eV
E_HOMO   -0.531 Eh
Multiplicity   1
Charge   +1

Positions of all 22 atoms, in Å:
1 O -1.36 1.85 1.21
2 C -0.09 1.18 1.42
3 C 0.44 0.88 -0.06
4 N -0.33 -0.44 -0.31
5 C 0.66 -1.53 -0.22
6 C 2.04 -0.96 -0.29
7 C 1.96 0.59 -0.19
8 H -1.60 1.96 0.29
9 H 0.56 2.05 1.83
10 H -0.23 0.28 2.00
11 H 0.04 1.56 -0.81
12 H -1.14 -0.65 0.32
13 H -0.62 -0.32 -1.30
14 H 0.39 -2.23 -1.06
15 H 0.53 -2.22 0.65
16 H 2.60 -1.12 -1.19
17 H 2.63 -1.28 0.64
18 H 2.60 1.02 0.56
19 H 2.08 0.99 -1.23
20 H -3.11 -1.58 -0.65
21 H -2.72 -1.22 -2.09
22 O -2.37 -1.23 -1.17

Atom charges from the Mulliken analysis, given in e for atoms 1 to 6: number 1, O, carries -0.49; number 2, C, carries -0.47; number 3, C, carries -0.31; number 4, N, carries -0.19; number 5, C, carries -0.61; number 6, C, carries -0.38


## 3
A 2-piece molecular cluster, C5H14NO2 overall, computed with wB97M-V/def2-TZVPD.

Results
Frontier orbital gap   10.9475 eV
E_HOMO   -0.517 Eh
Multiplicity   1
Charge   +1

Positions of all 22 atoms, in Å:
1 C 1.39 -1.46 1.13
2 O 0.02 -1.59 1.40
3 C 1.44 -1.26 -0.39
4 C 0.68 -0.18 -1.12
5 C -0.79 -0.04 -1.03
6 C -1.62 -0.53 -1.90
7 N -1.22 0.74 0.16
8 H 1.36 -0.51 1.75
9 H 1.98 -2.23 1.48
10 H -0.19 -2.60 1.34
11 H 1.22 -2.17 -0.90
12 H 2.50 -1.17 -0.83
13 H 1.09 0.84 -0.85
14 H 0.90 -0.20 -2.17
15 H -1.47 -1.14 -2.66
16 H -2.66 -0.43 -1.95
17 H -0.26 1.23 0.49
18 H -1.41 -0.04 0.75
19 H -2.01 1.31 0.15
20 H -0.31 3.89 0.37
21 H -0.22 4.13 1.67
22 O 0.15 3.44 1.11

Atom charges from the Mulliken analysis, given in e for atoms 1 to 6: number 1, C, carries -0.69; number 2, O, carries -0.51; number 3, C, carries -0.33; number 4, C, carries -1.21; number 5, C, carries 0.73; number 6, C, carries -1.22


## 4
A 3-piece molecular cluster, C5H14NO2 overall, computed with wB97M-V/def2-TZVPD.

Results
Frontier orbital gap   9.1650 eV
E_HOMO   -0.511 Eh
Multiplicity   1
Charge   +1

Positions of all 22 atoms, in Å:
1 C -2.71 1.67 0.60
2 C -1.73 0.76 1.34
3 C -0.52 0.80 0.33
4 C 0.47 -0.08 0.51
5 N 1.52 -0.17 -0.45
6 C 2.38 -1.09 -0.59
7 H -3.47 1.93 1.31
8 H -3.05 1.37 -0.38
9 H -2.22 2.64 0.42
10 H -2.06 -0.27 1.37
11 H -1.39 1.31 2.22
12 H -0.55 1.58 -0.40
13 H 0.55 -0.71 1.36
14 H 1.59 0.67 -1.05
15 H 2.33 -1.96 0.07
16 H 3.10 -1.06 -1.38
17 H 5.32 0.82 1.10
18 H 6.11 0.32 -0.13
19 O 5.30 0.19 0.37
20 H -3.38 -3.60 -2.22
21 H -4.15 -2.42 -1.91
22 O -3.45 -2.69 -2.51

Atom charges from the Mulliken analysis, given in e for atoms 1 to 6: number 1, C, carries -1.35; number 2, C, carries -0.25; number 3, C, carries -0.52; number 4, C, carries -0.10; number 5, N, carries 0.01; number 6, C, carries -0.13


Short version: 3 is the least stable of them.